a) ORCA calculation (the ωB97M-V functional and the def2-TZVPD basis) on the ion C3H6N3O with charge +1.

Its SMILES is [H]/N=N/C(=O)[C@H]1C[NH2+]1. The calculation puts the highest occupied orbital energy at -12.66 eV. For the molar mass, the calculation gives 100.10 g mol⁻¹. For the HOMO-LUMO gap, the calculation gives 8.897 eV. As for the charge: +1.

Each line ends with the natural charge from an NBO analysis.
CARTESIAN COORDINATES (ANGSTROEM)
1 H 0.161 3.612 1.976  0.3649
2 N -0.076 2.628 1.805  -0.2777
3 N 0.646 2.076 1.032  -0.0882
4 C 0.194 0.305 0.858  0.6167
5 O 0.524 -0.481 1.682  -0.4832
6 C -0.357 -0.090 -0.478  -0.1724
7 C 0.486 -0.961 -1.331  -0.1897
8 N -0.588 -1.542 -0.541  -0.5079
9 H -1.093 0.566 -0.925  0.2782
10 H 0.347 -0.948 -2.405  0.2642
11 H 1.495 -1.194 -1.011  0.2653
12 H -1.416 -1.938 -0.988  0.4607
13 H -0.322 -2.034 0.325  0.4692

=====

b) ORCA calculation (the ωB97M-V functional and the def2-TZVPD basis) on the ion C3H6N3O with charge +1.

Its SMILES is [H]/N=N\[NH2+]CC=C=O. The calculation puts the highest occupied orbital energy at -13.32 eV. For the molar mass, the calculation gives 100.10 g mol⁻¹. For the HOMO-LUMO gap, the calculation gives 8.743 eV. As for the charge: +1.

Each line ends with the natural charge from an NBO analysis.
CARTESIAN COORDINATES (ANGSTROEM)
1 H -2.306 -1.063 -0.393  0.3649
2 N -1.446 -1.640 -0.443  -0.2545
3 N -0.373 -1.305 -0.774  0.1438
4 N -0.348 0.257 -1.094  -0.5049
5 C 0.236 0.645 0.252  -0.2524
6 C 0.897 -0.586 0.775  -0.5996
7 C 2.110 -1.018 0.405  0.7851
8 O 3.205 -1.264 0.142  -0.3497
9 H -1.303 0.703 -1.154  0.4247
10 H 0.317 0.509 -1.828  0.4443
11 H -0.531 1.055 0.973  0.2581
12 H 0.828 1.530 0.164  0.2526
13 H 0.273 -1.249 1.363  0.2876

=====

Stability ranking, top entry: a); the second entry is 115.0 kJ/mol less favorable.